Density functional theory data (ωB97M-V/def2-TZVPD) for C32H34As2Cl3FHgN2O5 as an isolated structure.

```
80
Properties=species:S:1:pos:R:3:lowdin_spin:R:1
Hg -0.1373 0.4703 0.2135 0.00
C 2.1794 -3.6519 -0.3554 0.00
As 1.7569 -1.7157 -0.6413 0.00
C 3.5451 -1.0808 -0.1756 0.00
C 1.8860 -1.7007 -2.5976 0.00
C 3.0344 -2.1126 -3.2585 0.00
C 3.1756 -1.9578 -4.6268 0.00
C 2.1493 -1.3793 -5.3528 0.00
C 0.9861 -0.9881 -4.7072 0.00
C 0.8280 -1.1523 -3.3368 0.00
As -0.7371 -0.5004 -2.3500 0.00
C -1.9010 0.1109 -3.8272 0.00
C -1.6238 -2.2422 -2.1099 0.00
H 3.1479 -3.9273 -0.7770 0.00
H 1.4061 -4.2765 -0.8041 0.00
H 2.1985 -3.8466 0.7197 0.00
H 4.3243 -1.5434 -0.7846 0.00
H 3.7370 -1.3009 0.8781 0.00
H 3.5630 -0.0026 -0.3087 0.00
H 3.8491 -2.5567 -2.6948 0.00
H 4.0886 -2.2647 -5.1209 0.00
H 2.2575 -1.2261 -6.4188 0.00
H 0.1951 -0.5297 -5.2898 0.00
H -2.0441 -0.6580 -4.5921 0.00
H -1.4947 1.0213 -4.2741 0.00
H -2.8692 0.3595 -3.3853 0.00
H -1.6858 -2.7990 -3.0493 0.00
H -2.6293 -2.0608 -1.7256 0.00
H -1.0745 -2.8303 -1.3699 0.00
Cl 3.6703 -0.9901 6.4646 0.00
C 3.0271 -0.4707 4.9433 0.00
C 1.8597 -1.0368 4.4602 0.00
C 1.3757 -0.6187 3.2386 0.00
Cl -0.0529 -1.3265 2.5684 0.00
C 1.9962 0.3835 2.4497 0.00
O 1.5631 0.7758 1.3129 0.00
C 3.1865 0.9097 3.0137 0.00
Cl 4.0221 2.1046 2.0969 0.00
C 3.7048 0.4990 4.2218 0.00
H 1.3379 -1.7983 5.0178 0.00
H 4.6250 0.9224 4.5904 0.00
C -6.0777 4.3753 -1.9096 0.00
C -6.2796 3.6052 -0.6004 0.01
C -7.6306 2.8900 -0.6404 0.00
C -7.8665 2.1500 0.6664 0.00
C -6.7129 1.2182 0.9204 0.06
C -6.9323 0.0509 1.6792 0.13
C -5.8801 -0.8124 1.8880 0.02
F -6.1073 -1.9480 2.6161 -0.01
C -4.6197 -0.5752 1.3914 0.11
C -4.3704 0.6020 0.6488 0.02
C -3.0424 0.8945 0.2167 0.20
O -2.0788 0.0307 0.4536 0.12
C -2.8610 2.1495 -0.4418 0.01
C -3.9308 2.9482 -0.7057 0.15
N -5.2228 2.6351 -0.3618 0.09
C -5.4553 1.4922 0.4040 0.04
C -1.5182 2.6926 -0.8255 0.00
O -1.4131 3.4269 -1.8081 0.00
O -0.5292 2.4126 -0.0476 0.00
H -6.9921 4.9138 -2.1517 0.00
H -5.8495 3.6882 -2.7207 0.00
H -5.2773 5.1054 -1.8356 0.00
H -6.2944 4.3334 0.2294 0.00
H -7.6278 2.1729 -1.4642 0.00
H -8.4172 3.6253 -0.8269 0.00
H -8.8002 1.5822 0.6169 0.00
H -7.9596 2.8681 1.4900 0.00
H -7.9067 -0.1541 2.0921 0.01
H -3.8010 -1.2498 1.5774 0.01
H -3.7709 3.8918 -1.1964 0.01
C 2.8129 2.2933 -3.4277 0.00
C 1.9652 2.1453 -2.1774 0.00
N 1.6208 3.2632 -1.5508 0.00
O 1.6657 1.0294 -1.7576 0.00
H 2.6504 3.2599 -3.8981 0.00
H 2.5675 1.4911 -4.1209 0.00
H 3.8627 2.1982 -3.1550 0.00
H 1.7512 4.1656 -1.9750 0.00
H 0.8807 3.1550 -0.8409 0.00
```

net charge: -1
multiplicity: 2
energy: -7830.992797 a.u.
⟨S²⟩: 0.78
HOMO (alpha / beta): -0.0769 / -0.1873 Ha